Here is a 9-piece molecular cluster, C37H72Cl2FNO10 overall at a distorted geometry from the Open Molecules 2025 dataset. Energies are from ωB97M-V with the def2-TZVPD basis set.

Geometry as XYZ:
```
123
Properties=species:S:1:pos:R:3:forces:R:3
C 6.10726 -0.43219 -2.67292 -0.4 0.0 -0.3
C 5.19343 -1.61889 -2.93365 0.5 -0.1 0.3
O 3.83339 -1.24808 -2.78620 0.1 0.0 -0.4
C 2.92442 -2.01233 -3.54794 -0.4 0.0 0.3
C 2.20914 -3.10919 -2.74393 0.2 0.1 -0.4
C 0.81308 -3.38112 -3.30632 0.3 0.0 0.1
C -0.26790 -2.36098 -2.89921 0.4 -0.6 -0.1
C -1.63122 -3.06359 -2.85788 0.3 0.3 -0.3
C -2.86589 -2.16539 -3.06570 -0.2 -0.7 0.4
F -2.47039 -0.86461 -3.31353 0.0 0.0 0.0
O -3.59536 -2.67340 -4.14785 0.0 0.6 -0.1
C -3.77367 -1.79895 -5.26393 -0.3 -0.3 -0.2
C -3.73680 -2.12548 -1.76373 0.1 0.0 0.1
N -4.55756 -3.32145 -1.62568 0.1 0.0 -0.4
C -4.53146 -0.84589 -1.64510 -0.9 0.4 -0.3
Cl -3.78516 0.36355 -0.64164 0.1 -0.2 -0.2
C -5.72061 -0.58302 -2.21735 0.7 -0.5 0.1
C -6.49785 -1.52939 -3.08834 0.0 0.4 0.0
Cl -6.51614 0.93792 -1.98061 0.0 0.0 0.0
H 7.05780 -0.59470 -3.18223 0.1 0.0 0.2
H 6.27316 -0.28856 -1.61052 0.0 0.1 0.0
H 5.66083 0.46691 -3.09677 0.0 0.1 0.0
H 5.39239 -2.00831 -3.93715 -0.3 0.0 -0.2
H 5.45867 -2.41650 -2.22899 -0.2 -0.1 0.0
H 2.16490 -1.33116 -3.94691 0.1 0.2 0.1
H 3.42018 -2.47093 -4.40757 0.1 0.1 -0.1
H 2.79903 -4.02427 -2.82581 0.0 0.0 0.3
H 2.16751 -2.80564 -1.69742 0.0 0.0 0.1
H 0.91258 -3.39083 -4.39712 -0.2 -0.2 -0.1
H 0.51083 -4.38635 -3.00716 -0.1 0.0 0.0
H -0.26326 -1.55435 -3.62773 -0.1 0.2 0.2
H 0.00902 -1.96926 -1.91944 -0.2 0.3 0.0
H -1.64189 -3.80848 -3.65140 -0.1 0.0 -0.1
H -1.70348 -3.60922 -1.91557 -0.1 0.0 0.0
H -4.24586 -2.39594 -6.04145 0.0 -0.1 0.1
H -4.45320 -0.98132 -5.02391 0.2 0.2 0.0
H -2.83641 -1.42276 -5.66261 0.0 0.1 0.1
H -3.00786 -2.10841 -0.95014 0.0 0.3 0.0
H -4.09492 -4.03974 -1.09208 -0.1 0.0 0.1
H -5.46896 -3.12640 -1.24591 0.0 0.0 0.2
H -6.90542 -0.96683 -3.92881 0.0 0.0 0.0
H -7.35188 -1.91587 -2.52886 0.0 -0.1 0.0
H -5.87790 -2.33341 -3.46564 0.0 -0.2 0.1
C 4.92578 0.57935 1.30435 0.0 0.0 -0.2
C 5.64275 -0.72666 1.54129 0.0 0.0 0.0
O 5.93869 -1.45531 0.62118 0.0 0.0 0.0
C 5.97844 -1.07359 2.96982 -0.1 -0.2 -0.2
H 4.74740 0.71066 0.23899 0.0 0.0 0.0
H 3.97110 0.58613 1.83222 0.0 0.1 0.1
H 5.53261 1.40898 1.67220 -0.1 0.0 0.1
H 5.05986 -1.13752 3.55779 0.0 0.1 0.0
H 6.62370 -0.30942 3.40031 0.0 0.0 0.1
H 6.49468 -2.02679 2.99913 0.0 0.0 0.0
C -6.12956 1.85194 1.37145 -0.3 0.0 0.2
C -6.41249 2.40009 2.74648 0.1 0.1 0.0
O -7.51100 2.35305 3.25148 0.1 0.0 0.0
C -5.22824 3.00965 3.45746 -0.2 0.0 0.2
H -7.03298 1.42794 0.94163 0.0 0.0 0.0
H -5.76077 2.64425 0.71836 0.1 0.0 0.0
H -5.36766 1.07616 1.44160 0.1 0.1 -0.1
H -4.83282 3.84022 2.87059 0.1 0.0 0.0
H -4.44301 2.26022 3.57521 0.1 0.0 -0.1
H -5.52255 3.37817 4.43731 0.0 0.0 0.0
C -1.70971 2.32670 0.90252 0.1 -0.1 0.2
C -0.76528 2.79597 1.98225 0.0 0.1 0.0
O -0.27826 2.02110 2.77354 0.0 0.0 0.0
C -0.46717 4.27466 2.03654 0.1 -0.1 0.1
H -1.82417 1.25039 0.97687 0.0 0.0 0.0
H -2.68299 2.80722 1.02503 0.0 0.1 -0.1
H -1.31530 2.57822 -0.08323 -0.1 0.1 0.0
H -1.39000 4.83653 2.19152 0.0 0.0 -0.1
H -0.01402 4.59897 1.09838 -0.1 0.0 0.0
H 0.21843 4.47906 2.85547 0.0 0.0 0.0
C -2.41449 5.02359 7.52412 -0.1 0.2 -0.1
C -2.26025 4.64150 6.07149 0.1 -0.1 0.0
O -2.73161 5.31581 5.18578 0.0 0.0 -0.1
C -1.48948 3.37562 5.77937 -0.1 0.1 -0.2
H -2.98469 5.94628 7.59941 0.0 0.0 0.0
H -2.93613 4.23282 8.06549 0.1 0.0 0.0
H -1.43336 5.16813 7.97907 0.0 -0.1 0.0
H -1.97625 2.52287 6.25558 0.1 0.0 0.1
H -0.47351 3.45715 6.16852 0.0 -0.1 0.1
H -1.44691 3.20993 4.70519 0.0 0.0 0.1
C 9.04468 0.98291 -0.59290 -0.2 0.0 0.0
C 8.70381 2.13122 -1.51412 0.0 -0.1 0.0
O 7.57502 2.32045 -1.90024 0.0 0.1 0.0
C 9.84445 3.03176 -1.92900 -0.1 0.1 -0.1
H 8.14705 0.41104 -0.36840 0.0 0.0 0.0
H 9.77627 0.32688 -1.06754 0.1 0.0 0.1
H 9.47094 1.36307 0.33725 0.1 0.0 0.0
H 10.60655 2.45331 -2.45370 0.1 0.0 0.1
H 10.29924 3.48895 -1.04878 0.1 -0.1 0.0
H 9.47068 3.81288 -2.58668 0.0 0.0 0.0
C 9.32738 -2.08763 6.20740 -0.1 0.2 -0.1
C 9.30717 -2.37841 4.72587 0.0 0.0 0.0
O 8.82755 -1.60159 3.93341 0.1 0.0 0.1
C 9.91162 -3.68794 4.28077 -0.1 0.1 -0.2
H 8.86465 -1.12185 6.39574 0.0 0.0 0.0
H 8.77938 -2.86092 6.74800 0.1 -0.1 0.0
H 10.35579 -2.07099 6.57142 0.0 -0.1 0.0
H 9.38574 -4.52146 4.74910 0.1 0.0 0.1
H 10.96256 -3.73248 4.57077 0.0 -0.1 0.1
H 9.83286 -3.77601 3.19991 0.0 0.0 0.0
C -1.67545 -1.16706 -10.04250 -0.2 0.0 0.0
C -1.94081 -0.64887 -8.64972 0.0 0.0 0.0
O -3.05468 -0.63161 -8.18065 0.0 0.0 0.0
C -0.74668 -0.15387 -7.86839 -0.1 0.0 0.1
H -2.60966 -1.49115 -10.49446 0.0 0.0 0.0
H -1.23211 -0.38116 -10.65587 0.1 0.0 0.0
H -0.98319 -2.00952 -10.00243 0.1 0.1 0.0
H -0.26772 0.67045 -8.39879 0.1 -0.1 0.0
H -0.01908 -0.95820 -7.74651 0.1 0.0 -0.1
H -1.06828 0.19118 -6.88812 0.0 0.0 0.0
C -9.47157 0.94930 5.21291 0.0 -0.1 0.3
C -10.63342 0.25061 5.87179 0.0 0.0 0.0
O -10.64969 0.00784 7.05670 0.0 0.0 0.0
C -11.78756 -0.13563 4.97489 -0.1 -0.1 0.2
H -8.71177 1.17473 5.95691 0.0 0.0 0.0
H -9.03833 0.31451 4.43977 0.0 0.1 -0.1
H -9.80067 1.87819 4.74780 0.0 0.0 -0.1
H -11.44222 -0.81325 4.19254 0.0 0.1 -0.1
H -12.20804 0.75383 4.50330 0.1 0.0 -0.1
H -12.55774 -0.62878 5.56343 0.0 0.0 0.0
```
Positions in Å, forces in eV/Å.

## Properties
Charge: 0
HOMO energy (eV): -9.01
HOMO-LUMO gap (eV): 9.56
SMILES string: CCOCCCCC[C@@](F)(OC)[C@H](N)/C(Cl)=C(\C)Cl.CC(C)=O.CC(C)=O.CC(C)=O.CC(C)=O.CC(C)=O.CC(C)=O.CC(C)=O.CC(C)=O
LUMO energy (hartree): 0.0204